No. 1
# C42H41CeN11O2

A molecular structure, C42H41CeN11O2 in a non-equilibrium geometry (the ωB97M-V functional and the def2-TZVPD basis, the Open Molecules 2025 dataset).

Geometry as XYZ:
```
97
Properties=species:S:1:pos:R:3:forces:R:3
Ce 0.67270 -0.31466 -1.29705 3.3 -0.6 0.1
C -0.27479 -3.85515 -0.65091 1.7 -1.0 -2.1
N 0.30630 -3.19067 -1.87613 -0.2 2.0 -0.3
C 1.61754 -3.66204 -2.31737 0.5 0.0 1.4
C 2.69252 -3.36223 -1.26707 0.7 -1.1 -0.4
C 3.74679 -4.27008 -1.13387 -0.5 0.9 0.8
C 4.76966 -3.91707 -0.28290 1.3 -0.7 1.6
C 4.77484 -2.76777 0.52626 -0.9 -1.2 -2.1
C 3.69017 -1.93671 0.27673 1.5 2.1 0.3
N 2.70659 -2.20879 -0.59754 -0.8 0.8 -0.3
C -0.56261 -3.27656 -3.02372 -1.9 -0.7 -0.3
C -0.66655 -2.08683 -3.91928 -1.2 4.7 -2.2
C -1.68914 -1.90568 -4.92038 0.2 -0.1 0.9
C -1.95244 -0.65632 -5.53188 0.3 -0.8 1.1
C -1.06174 0.38370 -5.22783 -0.8 1.9 -3.3
C 0.03071 0.19573 -4.46824 -0.5 -1.3 0.6
N 0.09156 -0.95350 -3.77812 1.9 -1.9 2.9
C 0.10823 -3.15485 0.61229 -0.4 -2.3 2.3
C 0.65285 -3.97010 1.63833 0.3 0.8 -1.2
C 0.96017 -3.38863 2.85908 -1.4 -0.4 -0.4
C 0.55851 -2.07886 3.10216 0.3 -0.1 -1.2
C -0.08001 -1.36929 2.08627 0.6 0.7 0.4
N -0.29646 -1.93167 0.88642 0.2 2.0 -1.4
H 0.15229 -4.90825 -0.68916 -0.6 1.0 0.5
H -1.34201 -3.95315 -0.84952 0.0 0.3 0.6
H 1.94374 -3.16999 -3.25435 -0.5 -0.2 0.3
H 1.49249 -4.75148 -2.49028 0.7 0.4 0.0
H 3.72549 -5.25049 -1.55431 0.0 -0.3 -0.6
H 5.61569 -4.59583 -0.09577 -0.5 0.1 -0.5
H 5.66981 -2.61690 1.11471 -0.5 0.6 0.3
H 3.81622 -0.86587 0.62381 -1.0 -1.3 -0.1
H -1.56693 -3.57778 -2.63547 0.4 0.7 -0.7
H -0.34361 -4.08643 -3.72406 0.5 -0.5 0.2
H -2.32551 -2.75299 -5.05624 -0.5 -0.3 -0.5
H -2.84480 -0.44749 -6.16346 0.9 -0.5 0.5
H -1.09835 1.34688 -5.81363 -0.4 -1.1 0.8
H 0.80986 0.94312 -4.35901 0.0 -0.2 0.3
H 0.91054 -4.99086 1.36073 0.0 0.1 0.4
H 1.29198 -4.01795 3.65638 0.7 -0.1 0.4
H 0.88776 -1.61544 3.99154 -0.2 0.5 0.9
H -0.33791 -0.27261 2.22282 0.1 -1.5 -0.2
C 2.19814 0.94608 4.18085 -0.1 0.9 1.4
C 2.27533 1.20925 2.68277 -0.1 -1.8 1.1
C 1.27393 2.15424 2.15622 -0.9 0.1 -2.1
C 0.29428 2.76914 2.90347 0.6 -0.7 1.9
C -0.65905 3.57821 2.29436 0.0 -1.1 0.2
C -0.66174 3.73846 0.93365 2.5 0.6 -0.3
C 0.51044 3.42871 0.15766 -2.1 -1.0 0.7
C 0.62965 3.96925 -1.25696 -0.8 -0.3 0.9
C -0.50623 4.81682 -1.81836 1.1 1.4 1.0
C 1.29586 2.39894 0.73214 -0.3 0.6 1.1
N 2.02892 1.50792 -0.08786 1.9 0.3 -2.1
C 3.16497 2.02387 -0.68168 -2.2 -0.5 -1.3
C 3.66278 1.49957 -1.92664 1.2 1.3 3.0
C 5.03048 1.50430 -2.41669 -1.7 -0.6 -1.0
C 5.02555 0.57523 -3.47409 0.8 1.2 1.8
C 3.68943 0.13557 -3.54622 0.9 -1.9 -2.0
N 2.89504 0.62187 -2.61317 -1.7 -0.9 0.2
H 3.04976 0.34122 4.54075 -0.4 0.2 -0.2
H 1.25796 0.49782 4.53798 0.2 -0.3 -0.5
H 2.17787 1.88450 4.78583 0.5 -0.4 -0.6
H 2.16852 0.18705 2.24439 0.1 0.7 -0.3
H 3.27223 1.54463 2.44780 0.5 0.1 -0.2
H 0.24527 2.48873 4.01504 0.0 0.9 -1.8
H -1.42787 3.96207 2.91860 -0.8 0.3 0.2
H -1.47667 4.19286 0.44807 -0.7 0.9 -0.4
H 0.88012 3.16807 -1.89498 0.1 -1.2 -1.1
H 1.49310 4.59289 -1.32694 0.9 0.5 0.3
H -1.49492 4.44360 -1.87148 -0.8 -0.9 -0.1
H -0.18035 5.17982 -2.77107 0.0 -0.1 -0.9
H -0.56421 5.75355 -1.24163 -0.1 -0.3 0.1
H 3.45402 3.02119 -0.32989 0.6 -0.6 0.2
H 5.83276 2.15540 -2.14139 0.2 0.1 0.4
H 5.97145 0.24751 -3.92617 -1.0 0.1 -0.4
H 3.39385 -0.57676 -4.33289 -0.4 0.3 0.6
O -0.79593 1.20214 -1.50883 -1.6 -1.7 0.5
N -1.61156 0.06811 -1.31289 -2.2 2.4 0.4
C -2.89337 0.30804 -1.04478 2.2 -1.7 -2.1
C -3.75877 -0.87707 -1.06665 -0.1 -2.1 1.5
N -4.22505 -1.93938 -0.87901 1.0 2.8 -0.8
C -3.40439 1.62759 -1.05668 -1.7 2.9 1.4
N -3.90403 2.66345 -0.82269 1.4 -2.5 -0.9
N -4.60991 3.58192 2.31653 0.3 0.1 -1.8
C -5.31350 3.15530 3.39992 0.6 -0.2 1.0
O -5.71285 3.87685 4.30547 0.1 -0.6 -1.4
C -5.30972 1.64765 3.55813 -1.1 0.2 2.5
C -5.88312 1.15280 4.79179 0.2 1.9 -1.1
C -5.65800 -0.12052 5.14457 0.2 -1.7 2.3
C -5.00623 -0.98810 4.27014 0.7 -0.8 0.3
N -4.53993 -0.62321 3.09299 0.3 1.7 0.3
C -4.61142 0.74303 2.83812 0.2 -2.4 -2.6
H -4.62517 4.55875 2.05744 -0.2 0.0 0.4
H -4.41084 2.97917 1.49444 -0.5 0.5 1.3
H -6.41298 1.83604 5.45927 0.3 -0.1 -0.3
H -5.82453 -0.48580 6.20922 -0.3 0.5 -1.6
H -4.77066 -2.01402 4.63237 -0.4 0.7 -0.6
H -4.17087 0.94725 1.81960 -0.3 0.2 1.3
```
Forces are in eV/Å.

Output
Net charge   +2
E   -2852.3346 hartree
Orbital gap (alpha / beta)   4.680 / 4.620 eV
F_max   5.4 eV/A

=====

No. 2
# C42H41CeNO2P2S2

A molecular structure, C42H41CeNO2P2S2 in a non-equilibrium geometry (the ωB97M-V functional and the def2-TZVPD basis, the Open Molecules 2025 dataset).

Geometry as XYZ:
```
91
Properties=species:S:1:pos:R:3:forces:R:3
Ce 1.49916 -1.19605 0.09166 0.5 0.5 1.3
C -3.13608 0.63489 5.15025 -0.2 -0.8 -0.8
C -3.77777 0.66776 3.96917 0.6 -0.2 0.8
C -4.08380 1.85082 3.09637 -0.3 -0.1 -0.9
C -2.88470 2.33552 2.23111 -0.9 0.0 -0.1
C -1.86125 3.22934 2.86153 0.2 -0.1 0.1
C -1.71125 3.48425 4.16434 0.2 0.1 -0.5
C -2.65548 3.13250 5.28357 -0.1 0.4 0.5
C -2.51860 1.73697 5.91117 -0.2 1.2 0.5
C 3.55904 -0.22790 0.52663 -0.8 0.1 0.3
H -3.08020 -0.31804 5.67894 0.0 -0.1 -0.3
H -4.13307 -0.27986 3.55865 0.0 0.1 0.3
H -4.54029 2.67234 3.65240 0.0 -0.2 -0.4
H -4.86362 1.47682 2.40660 0.3 0.4 0.1
H -2.40974 1.42539 1.83863 0.3 0.1 0.0
H -3.27122 2.83619 1.33475 -0.1 0.0 0.1
H -1.19026 3.69796 2.11696 0.0 -0.4 0.7
H -0.81928 4.03880 4.46167 -0.3 0.1 -0.1
H -3.69274 3.29031 4.97767 0.4 0.0 0.3
H -2.50528 3.87390 6.08095 0.1 -0.2 -0.2
H -1.46386 1.55405 6.16283 -0.2 -0.2 -0.2
H -3.03381 1.79599 6.88258 0.1 -0.1 -0.1
H 4.35968 -0.85188 0.90751 0.1 -0.3 0.1
H 3.12159 0.35963 1.36864 0.3 -0.2 -0.4
H 3.88987 0.43187 -0.26848 -0.1 -0.1 -0.2
P 0.09600 -2.12156 -2.29754 -1.5 0.1 -0.7
P 2.35303 0.30556 -2.89672 0.5 1.1 -1.7
C -0.31123 -0.49721 -3.01912 0.8 0.9 -0.1
C 0.64816 0.34582 -3.45288 -1.2 -0.6 0.0
C -0.21776 -3.19520 -3.76924 0.2 -0.3 -0.2
C -1.19030 -2.75230 -4.67692 0.0 0.1 -0.2
C -1.44830 -3.44826 -5.85782 0.0 0.0 0.1
C -0.75984 -4.62695 -6.14726 0.1 0.1 0.4
C 0.20526 -5.08319 -5.24082 -0.1 0.0 -0.1
C 0.49601 -4.37483 -4.07020 -0.3 0.4 0.1
C -1.40329 -2.22765 -1.21254 0.6 -0.6 -0.1
C -1.63138 -1.22461 -0.24831 0.2 -0.7 0.3
C -2.53867 -1.47059 0.79495 -0.1 0.1 -0.1
C -3.26829 -2.66301 0.81827 0.3 0.0 -0.1
C -3.08295 -3.62610 -0.18715 0.0 0.2 -0.1
C -2.13839 -3.42397 -1.19599 0.2 0.2 0.5
C 2.95871 0.62478 -4.69061 0.3 -0.4 -0.2
C 2.51295 -0.21787 -5.73174 0.1 0.3 0.1
C 2.73691 0.13032 -7.06863 0.1 0.2 0.0
C 3.42002 1.30939 -7.40187 -0.1 -0.1 0.4
C 3.88428 2.12878 -6.36976 -0.1 -0.3 -0.1
C 3.66872 1.78131 -5.03190 -0.1 0.0 0.1
C 2.44796 2.05884 -2.31637 0.2 -0.1 0.3
C 3.66000 2.49761 -1.74559 -0.6 0.0 0.4
C 3.73033 3.75609 -1.14431 0.1 0.0 -0.3
C 2.64661 4.63719 -1.23020 0.0 -0.3 0.0
C 1.48496 4.24155 -1.89743 0.2 0.0 0.0
C 1.37581 2.95296 -2.42313 0.1 0.1 0.3
H -1.36973 -0.27179 -3.20403 0.4 -0.3 -0.1
H 0.42829 1.09770 -4.22312 -0.2 -0.1 0.6
H -1.73689 -1.82957 -4.49426 0.0 -0.3 -0.1
H -2.19368 -3.06003 -6.55078 0.2 -0.1 0.2
H -0.97995 -5.18151 -7.06421 0.2 0.2 0.4
H 0.73836 -6.00435 -5.46629 0.0 0.2 0.1
H 1.27512 -4.72317 -3.39484 -0.1 0.0 -0.2
H -1.07880 -0.27061 -0.28377 -0.4 0.0 -0.1
H -2.67538 -0.72750 1.58588 0.0 -0.2 -0.3
H -3.96133 -2.86405 1.64181 0.2 0.2 -0.4
H -3.67310 -4.54213 -0.18961 0.2 0.2 0.1
H -1.90349 -4.20023 -1.93393 -0.3 0.3 0.3
H 1.95073 -1.12640 -5.51019 0.1 0.1 0.0
H 2.36837 -0.50905 -7.87236 0.1 0.1 0.3
H 3.57808 1.59234 -8.44991 -0.1 -0.2 0.5
H 4.40866 3.05497 -6.60270 -0.1 -0.2 0.1
H 4.02139 2.45287 -4.25394 0.0 -0.1 -0.2
H 4.52778 1.83712 -1.74084 -0.1 0.2 0.1
H 4.64343 4.04897 -0.62398 -0.2 0.0 -0.2
H 2.70859 5.62581 -0.77619 0.0 -0.3 -0.1
H 0.65220 4.93563 -2.01189 0.2 -0.2 0.1
H 0.44452 2.66223 -2.90404 0.2 0.1 0.2
O 1.33813 1.56909 3.67444 0.3 -1.1 -0.4
S 1.85453 0.22722 3.78616 0.1 1.3 0.6
O 3.27233 0.04877 3.95746 -0.7 -0.2 -0.6
N 1.28885 -0.74356 2.49250 0.0 -1.0 -0.9
C 0.68210 -1.87624 2.93371 0.5 1.9 0.2
S 0.47306 -3.15546 1.85955 0.0 -0.1 -0.6
C 0.31935 -1.76892 4.34696 -0.2 -0.1 1.2
C -0.54548 -2.53680 5.12812 0.1 -0.3 -0.2
C -0.72281 -2.23151 6.48079 0.2 0.1 -0.1
C 0.01609 -1.19339 7.06979 -0.2 -0.1 -0.1
C 0.85440 -0.38081 6.31080 0.2 -0.2 -0.6
C 0.95217 -0.69003 4.96445 -0.1 0.0 0.1
H -1.04943 -3.36748 4.64699 -0.1 0.0 0.2
H -1.42180 -2.80835 7.09722 0.4 0.2 -0.3
H -0.06666 -1.00012 8.12906 -0.1 0.0 0.1
H 1.44964 0.44185 6.70991 -0.3 -0.2 0.1
```
Forces are in eV/Å.

Output
Energy relative to the best compared isomer or geometry (same formula, charge and spin)   5.7 kcal per mole
Net charge   +2
E   -3783.7803 hartree
Orbital gap (alpha / beta)   4.473 / 4.468 eV
F_max   2.1 eV/A

=====

No. 3
# C42H41Cl2IrN5O2P2STe2

A molecular structure, C42H41Cl2IrN5O2P2STe2 (the ωB97M-V functional and the def2-TZVPD basis, the Open Molecules 2025 dataset).

Geometry as XYZ:
```
98
Properties=species:S:1:pos:R:3:forces:R:3
Ir 0.22676 -0.28654 -0.97315 -0.1 -0.2 0.4
C 3.81902 0.32087 -3.32561 0.0 0.0 0.0
C 2.42751 0.16494 -2.80820 -0.1 -0.1 0.0
N 2.09416 -0.56957 -1.80790 0.2 0.3 -0.1
N 2.99282 -1.29899 -1.07497 0.0 0.0 -0.1
C 2.56526 -1.89387 0.06687 0.1 0.0 0.0
N 3.47667 -2.53386 0.78961 -0.1 0.0 0.0
S 0.92927 -1.89340 0.54830 0.0 -0.1 0.1
C 1.26764 0.85536 -3.42945 0.1 -0.1 0.1
C 1.36382 1.45326 -4.66625 0.0 0.1 -0.1
C 0.23054 2.03003 -5.23443 0.0 0.0 0.0
C -0.95684 1.98515 -4.53712 0.0 0.0 0.1
C -0.98789 1.37971 -3.28514 0.0 0.0 0.1
N 0.09652 0.83539 -2.73535 0.0 0.0 -0.1
H 4.55399 0.26557 -2.52141 0.0 0.0 0.0
H 3.94588 1.29195 -3.79725 0.0 0.0 0.0
H 4.05336 -0.44867 -4.06473 0.0 0.0 0.0
H 3.97951 -1.19652 -1.26892 0.0 0.0 0.0
H 4.45982 -2.51296 0.56912 0.0 0.0 0.0
H 3.22067 -2.84057 1.71519 0.0 0.0 0.0
H 2.30429 1.46185 -5.19725 0.0 0.0 0.0
H 0.28785 2.50240 -6.20548 0.0 0.0 0.0
H -1.86474 2.41493 -4.93551 0.0 0.0 0.0
H -1.88995 1.33413 -2.69483 0.0 0.0 0.0
Te -1.27480 2.80879 2.71767 0.0 0.0 0.0
C -1.23195 1.80024 4.57959 -0.1 0.0 0.0
C -0.05215 1.37445 5.17316 0.0 0.0 0.0
C -0.12431 0.64745 6.35339 0.0 0.0 0.0
N -1.26648 0.34839 6.96734 0.0 0.0 0.0
C -2.38893 0.80154 6.41710 0.0 0.0 0.0
C -2.42689 1.52179 5.22827 0.0 -0.1 0.0
C -0.58717 1.27122 1.48975 -0.1 0.2 -0.1
P 0.85505 1.34446 0.55122 0.0 0.0 -0.2
C 2.37769 0.88241 1.44957 0.0 0.0 0.0
C 2.27986 0.26791 2.69320 0.0 0.0 0.0
C 3.42627 -0.10665 3.38338 0.0 0.0 0.0
C 4.67850 0.11289 2.82332 0.0 0.0 0.0
C 4.78459 0.71791 1.57532 0.0 0.0 0.0
C 3.63887 1.10824 0.89561 0.0 0.0 0.0
C 1.30399 3.02563 0.00516 0.0 0.0 0.0
C 0.98077 3.56130 -1.23994 0.0 0.0 0.0
C 1.25803 4.88860 -1.53658 0.0 0.0 0.0
C 1.85610 5.70289 -0.58719 0.0 0.0 0.0
C 2.17399 5.18582 0.66087 0.0 0.0 0.0
C 1.90489 3.85851 0.95485 0.0 0.0 0.0
P -1.55414 0.26235 0.44099 0.0 -0.1 -0.1
C -3.01253 1.15371 -0.14010 0.0 0.1 0.0
C -2.82270 2.44122 -0.64612 0.0 0.1 0.1
C -3.90599 3.21157 -1.03098 0.0 0.0 0.0
C -5.19444 2.70557 -0.89597 0.0 0.0 0.0
C -5.38995 1.43622 -0.37507 0.0 0.0 0.0
C -4.30269 0.65756 0.00264 0.0 -0.1 -0.1
C -2.20900 -1.19259 1.31149 0.0 0.0 0.2
C -2.38335 -1.11258 2.69223 0.1 0.0 0.0
C -2.88542 -2.19101 3.40487 0.0 0.0 0.0
C -3.22825 -3.36071 2.74039 0.0 0.0 0.0
C -3.06686 -3.44591 1.36438 0.0 0.0 -0.1
C -2.54944 -2.37093 0.65271 -0.1 0.0 0.0
H 0.91181 1.61627 4.74575 0.0 0.0 0.0
H 0.78227 0.29470 6.83329 0.0 0.0 0.0
H -3.30848 0.57007 6.94287 0.0 0.0 0.0
H -3.37739 1.83610 4.81677 0.0 0.0 0.0
H 1.29517 0.09510 3.11156 0.0 0.0 0.0
H 3.34331 -0.55321 4.36637 0.0 0.0 0.0
H 5.57269 -0.16225 3.36755 0.0 0.0 0.0
H 5.76124 0.92399 1.15513 0.0 0.0 0.0
H 3.72837 1.63601 -0.04953 0.0 0.0 0.0
H 0.49973 2.95349 -1.98896 0.0 0.0 0.0
H 1.00116 5.28690 -2.50961 0.0 0.0 0.0
H 2.07019 6.73816 -0.81628 0.0 0.0 0.0
H 2.62953 5.81774 1.41134 0.0 0.0 0.0
H 2.15481 3.47542 1.93573 0.0 0.0 0.0
H -1.82226 2.86302 -0.69386 0.0 0.0 0.0
H -3.75188 4.21254 -1.41266 0.0 0.0 0.0
H -6.04474 3.30922 -1.18375 0.0 0.0 0.0
H -6.39261 1.04843 -0.25502 0.0 0.0 0.0
H -4.46870 -0.33451 0.40366 0.0 0.0 0.0
H -2.12184 -0.20297 3.21715 0.0 0.0 0.0
H -3.01176 -2.11272 4.47686 0.0 0.0 0.0
H -3.63144 -4.19966 3.29203 0.0 0.0 0.0
H -3.36347 -4.34709 0.84110 0.0 0.0 0.0
H -2.44502 -2.43878 -0.41991 0.0 0.0 -0.2
C 0.95611 -6.47826 -3.10035 0.0 0.0 0.0
Te 0.95325 -4.59987 -2.13070 -0.1 0.0 0.0
C -0.20812 -5.25701 -0.49819 0.0 0.0 0.0
H 1.34913 -7.22049 -2.40759 0.0 0.0 0.0
H 1.58132 -6.41040 -3.98610 0.0 0.0 0.0
H -0.06817 -6.71916 -3.37624 0.0 0.0 0.0
H -0.97297 -5.92856 -0.87826 0.0 0.0 0.0
H -0.64477 -4.38431 -0.02116 0.0 0.0 0.0
H 0.45293 -5.78020 0.19131 0.0 0.0 0.0
Cl -0.50058 -3.02389 -5.09549 0.0 0.0 0.0
C -1.84864 -2.88576 -3.94867 0.1 0.1 -0.1
Cl -2.17260 -4.45263 -3.16245 0.0 0.0 0.0
C -1.55716 -1.80762 -2.89221 0.1 -0.3 0.3
O -2.39693 -0.94641 -2.73702 -0.1 0.0 0.0
O -0.44573 -1.95080 -2.25134 -0.1 0.1 0.0
H -2.74487 -2.61944 -4.49577 0.0 0.0 0.0
```
Forces are in eV/Å.

Output
Energy relative to the best compared isomer or geometry (same formula, charge and spin)   14.1 kcal per mole
Spin multiplicity   2
Net charge   +2
E   -4690.5504 hartree
Orbital gap (alpha / beta)   5.627 / 3.943 eV
F_max   0.5 eV/A
⟨S²⟩   0.7538